(1)
C29H20ClN4O5RhS3 | ωB97M-V with the def2-TZVPD basis set

The geometry in XYZ format:
```
63
C29H20ClN4O5RhS3 ωB97M-V with the def2-TZVPD basis set
Rh 0.40 0.04 -0.08
O -2.65 -2.69 4.22
C -1.87 -1.81 4.81
O -1.86 -1.66 6.01
C -0.99 -0.98 3.93
C -0.19 0.06 4.38
Cl -0.10 0.65 5.97
N 0.48 0.59 3.32
N 0.11 -0.05 2.20
C -0.75 -0.99 2.54
C -1.34 -1.82 1.42
O -2.26 -2.60 1.68
O -0.89 -1.62 0.24
C 1.40 1.70 3.23
C 2.05 2.22 4.35
C 2.90 3.31 4.21
C 3.13 3.89 2.98
C 2.51 3.34 1.86
C 1.66 2.26 1.99
H -2.53 -2.70 3.23
H 1.92 1.79 5.32
H 3.39 3.70 5.10
H 3.79 4.74 2.88
H 2.70 3.75 0.87
H 1.26 1.82 1.09
S 0.18 0.14 -2.53
C 1.78 0.12 -3.03
C 2.03 0.30 -4.44
N 2.23 0.44 -5.57
C 2.87 -0.06 -2.17
S 2.78 -0.27 -0.50
C 4.19 -0.06 -2.74
N 5.25 -0.05 -3.19
O -1.11 1.71 -0.03
S -2.60 1.43 0.13
C -3.11 0.46 -1.31
C -4.56 0.08 -1.18
C -5.49 0.53 -2.12
C -6.83 0.17 -1.99
C -7.24 -0.62 -0.93
C -6.32 -1.08 -0.01
C -4.98 -0.74 -0.14
C -3.38 3.03 -0.22
C -3.06 3.61 -1.57
C -4.08 3.76 -2.51
C -3.81 4.26 -3.77
C -2.52 4.61 -4.11
C -1.50 4.48 -3.18
C -1.77 3.99 -1.91
H -2.46 -0.42 -1.27
H -2.89 1.04 -2.20
H -5.17 1.13 -2.95
H -7.55 0.51 -2.73
H -8.29 -0.90 -0.84
H -6.63 -1.72 0.81
H -4.25 -1.13 0.57
H -3.01 3.65 0.60
H -4.45 2.86 -0.08
H -5.10 3.49 -2.24
H -4.62 4.38 -4.49
H -2.30 5.00 -5.10
H -0.48 4.76 -3.44
H -0.97 3.89 -1.19
```

Properties
Expectation value of S²: 6.0270
Frontier orbital gap (alpha / beta): 7.73 / 6.70 eV
Largest force on an atom: 0.32 eV/A
Total energy: -3477.59926 Ha
Multiplicity: 5
Energy above the lowest of the compared OMol25 structures with the same formula, charge and spin: 7.60 kcal/mol

---

(2)
C3H11N3O | ωB97M-V with the def2-TZVPD basis set

The geometry in XYZ format:
```
18
C3H11N3O ωB97M-V with the def2-TZVPD basis set
C 2.03 -0.55 -0.74
C 1.40 -0.01 0.51
C 0.63 1.10 0.55
N 0.41 1.96 -0.51
H 2.23 -1.62 -0.62
H 1.36 -0.48 -1.59
H 2.96 -0.02 -0.98
H 1.65 -0.49 1.44
H 0.29 1.48 1.51
H 0.48 1.52 -1.42
H -0.45 2.49 -0.45
N -0.85 -1.67 0.52
O -1.52 -0.23 -0.09
N -2.66 0.36 0.35
H -1.58 -2.37 0.42
H -0.19 -1.78 -0.25
H -3.49 -0.09 -0.03
H -2.70 0.43 1.37
```

Properties
Frontier orbital gap: 8.26 eV
Largest force on an atom: 2.58 eV/A
Total energy: -360.22760 Ha
Multiplicity: 1
SMILES: C/C=C\N.NON
Energy above the lowest of the compared OMol25 structures with the same formula, charge and spin: 131.65 kcal/mol

---

(3)
C5H33NO12 | ωB97M-V with the def2-TZVPD basis set

The geometry in XYZ format:
```
51
C5H33NO12 ωB97M-V with the def2-TZVPD basis set
C -1.04 -2.68 2.77
C -0.50 -1.82 1.65
N 0.93 -1.62 1.79
C 1.59 -0.77 0.91
O 2.58 -0.22 1.37
C 1.05 -0.53 -0.46
C 1.62 0.66 -1.16
H -1.17 -2.04 3.64
H -0.31 -3.47 2.98
H -2.02 -3.10 2.56
H -1.04 -0.84 1.50
H -0.88 -2.11 0.66
H 1.21 -1.52 2.75
H -0.03 -0.49 -0.50
H 1.33 -1.42 -1.09
H 1.03 0.84 -2.06
H 1.41 1.53 -0.54
H 2.63 0.63 -1.56
O 0.52 -4.18 -0.76
H 0.83 -3.32 -1.05
H 0.73 -4.34 0.16
O -1.79 -4.19 -2.00
H -2.14 -3.86 -1.17
H -0.88 -4.51 -1.81
O -1.43 0.44 -2.00
H -1.86 -0.42 -1.91
H -1.14 0.57 -2.92
O -0.17 1.70 -4.17
H 0.62 1.81 -3.63
H -0.55 2.58 -4.25
O -3.09 -1.81 -2.11
H -2.47 -2.54 -2.31
H -3.82 -1.94 -2.72
O -1.81 1.87 0.17
H -1.76 0.92 0.16
H -2.06 2.31 -0.64
O -0.87 0.16 3.85
H -0.63 0.03 4.77
H -0.46 0.91 3.37
O 3.95 2.88 -0.34
H 3.04 2.81 0.01
H 3.82 3.08 -1.27
O 1.60 3.59 1.14
H 2.36 4.04 1.55
H 1.29 2.98 1.85
O -0.42 2.33 2.37
H -0.66 1.81 1.58
H -1.25 2.79 2.53
O 0.69 3.59 -1.67
H 1.00 4.07 -0.88
H 0.44 2.85 -1.10
```

Properties
Frontier orbital gap: 9.73 eV
Largest force on an atom: 2.68 eV/A
Total energy: -1167.92472 Ha
Multiplicity: 1
SMILES: CCNC(=O)CC.O.O.O.O.O.O.O.O.O.O.O
Energy above the lowest of the compared OMol25 structures with the same formula, charge and spin: 62.06 kcal/mol

---

(4)
C3H5BrNO | ωB97M-V with the def2-TZVPD basis set

The geometry in XYZ format:
```
11
C3H5BrNO ωB97M-V with the def2-TZVPD basis set
C 0.55 0.30 -0.07
C -0.77 -0.44 0.35
C 0.34 -0.42 -1.35
N -0.77 -0.94 -1.01
O -1.59 -1.73 -1.59
Br 0.31 3.73 0.92
H 0.41 1.39 0.04
H 1.42 0.11 0.70
H -0.67 -1.01 1.22
H -1.66 0.34 0.42
H 0.53 -0.11 -2.36
```

Properties
Charge: -1
Frontier orbital gap: 7.65 eV
Largest force on an atom: 4.07 eV/A
Total energy: -2821.28148 Ha
Multiplicity: 1
Energy above the lowest of the compared OMol25 structures with the same formula, charge and spin: 1.78 kcal/mol

---

(5)
C21H27NO4 | ωB97M-V with the def2-TZVPD basis set

The geometry in XYZ format:
```
53
C21H27NO4 ωB97M-V with the def2-TZVPD basis set
C -4.03 -0.61 3.62
O -2.72 -0.52 4.10
C -1.70 -0.55 3.20
C -1.84 -0.64 1.83
C -0.73 -0.67 0.99
C 0.54 -0.60 1.52
C 1.75 -0.57 0.62
C 2.24 0.88 0.43
N 1.22 1.69 -0.19
C 1.47 2.49 -1.24
O 2.57 2.61 -1.74
C 0.26 3.26 -1.76
C -0.27 2.67 -3.08
O -1.00 1.48 -2.89
C -0.38 0.26 -2.85
C 0.97 0.04 -3.05
C 1.50 -1.24 -2.99
C 2.97 -1.45 -3.20
C 0.65 -2.31 -2.73
C -0.70 -2.09 -2.54
C -1.24 -0.82 -2.60
C -2.71 -0.57 -2.40
C 0.70 -0.50 2.90
C -0.39 -0.48 3.75
O -0.34 -0.39 5.10
C 0.93 -0.33 5.71
H -4.29 0.23 2.97
H -4.67 -0.58 4.51
H -4.20 -1.55 3.09
H -2.83 -0.70 1.38
H -0.87 -0.75 -0.07
H 2.56 -1.15 1.05
H 1.50 -0.99 -0.35
H 3.11 0.91 -0.21
H 2.50 1.30 1.41
H 0.28 1.58 0.16
H -0.54 3.27 -1.03
H 0.58 4.28 -1.96
H -0.99 3.37 -3.52
H 0.56 2.53 -3.79
H 1.65 0.86 -3.25
H 3.53 -0.58 -2.89
H 3.32 -2.32 -2.65
H 3.17 -1.62 -4.26
H 1.05 -3.31 -2.67
H -1.36 -2.93 -2.34
H -3.22 -1.48 -2.11
H -2.86 0.19 -1.63
H -3.15 -0.19 -3.32
H 1.70 -0.45 3.30
H 0.73 -0.28 6.78
H 1.49 0.55 5.40
H 1.52 -1.23 5.50
```

Properties
Frontier orbital gap: 8.77 eV
Largest force on an atom: 0.61 eV/A
Total energy: -1172.13478 Ha
Multiplicity: 1
SMILES: COc1ccc(CCNC(=O)CCOc2cc(C)ccc2C)cc1OC
Energy above the lowest of the compared OMol25 structures with the same formula, charge and spin: 45.76 kcal/mol

---

(6)
C4H7NO | ωB97M-V with the def2-TZVPD basis set

The geometry in XYZ format:
```
13
C4H7NO ωB97M-V with the def2-TZVPD basis set
O 0.87 2.35 1.76
C 0.47 1.75 0.79
C -0.53 0.60 0.77
N -0.40 0.04 -0.58
C 0.73 -0.83 -0.84
C -0.65 -1.37 -0.76
H 0.81 1.96 -0.24
H -1.54 1.02 0.93
H -0.33 -0.13 1.58
H 1.43 -1.13 -0.06
H 1.21 -0.70 -1.81
H -1.18 -1.64 -1.67
H -0.90 -1.93 0.14
```

Properties
Frontier orbital gap: 10.77 eV
Largest force on an atom: 0.69 eV/A
Total energy: -286.54043 Ha
Multiplicity: 1
SMILES: O=CCN1CC1
Energy above the lowest of the compared OMol25 structures with the same formula, charge and spin: 57.24 kcal/mol

---

(7)
C5H20NO6 | ωB97M-V with the def2-TZVPD basis set

The geometry in XYZ format:
```
32
C5H20NO6 ωB97M-V with the def2-TZVPD basis set
C -1.89 -0.91 0.41
N -1.50 -0.32 1.77
C -1.91 1.11 1.80
O -1.89 1.67 0.61
C -1.25 -2.26 0.23
C 0.20 -2.47 0.55
C 1.05 -1.55 -0.32
O 0.65 -0.30 -0.43
H -1.70 -0.29 -0.46
H -3.01 -0.99 0.71
H -0.50 -0.31 1.66
H -1.33 1.74 2.48
H -2.98 1.07 2.21
H -1.77 1.34 -0.21
H -1.30 -2.39 -0.83
H -1.79 -3.01 0.74
H 0.33 -2.15 1.58
H 0.55 -3.59 0.61
H 1.14 -1.98 -1.41
H 2.10 -1.56 0.11
H -1.37 -0.01 -3.32
H 0.10 0.38 -3.08
O -0.58 0.21 -3.81
H 2.14 0.47 -0.27
H 2.83 1.72 0.19
O 2.91 1.10 -0.51
H 1.73 2.01 -1.50
H 0.54 1.30 -1.59
O 1.07 1.87 -2.14
H 2.43 1.52 2.02
H 1.29 0.47 1.93
O 2.07 0.83 2.53
```

Properties
Charge: -1
Frontier orbital gap: 7.98 eV
Largest force on an atom: 6.20 eV/A
Total energy: -708.64466 Ha
Multiplicity: 1
Energy above the lowest of the compared OMol25 structures with the same formula, charge and spin: 77.49 kcal/mol

---

(8)
C25H57AuN11O | ωB97M-V with the def2-TZVPD basis set

The geometry in XYZ format:
```
95
C25H57AuN11O ωB97M-V with the def2-TZVPD basis set
Au -0.03 0.09 0.53
C -3.75 -2.66 0.85
N -2.90 -1.56 1.32
C -3.29 -0.24 0.88
C -1.87 -1.76 2.17
N -0.81 -0.95 2.12
C 0.11 -0.93 3.30
C 1.22 0.12 3.18
N 1.92 -0.01 1.89
C 2.55 -1.30 1.62
C 1.60 -2.27 0.88
N 0.81 -1.64 -0.18
C 0.85 -2.07 -1.44
N 1.88 -2.80 -1.94
C 3.28 -2.62 -1.57
C 1.64 -4.02 -2.71
N -0.19 -1.82 -2.26
C -0.05 -1.79 -3.72
C -1.53 -1.59 -1.77
C 2.62 1.16 1.35
C 2.54 1.21 -0.18
N 1.16 1.17 -0.73
C 0.96 1.60 -1.98
N -0.28 1.90 -2.43
C -0.59 1.96 -3.85
C -1.34 2.40 -1.58
N 1.99 1.79 -2.84
C 3.01 0.78 -3.09
C 2.13 3.02 -3.61
N -1.99 -2.75 3.09
C -3.26 -2.97 3.78
C -0.94 -3.67 3.50
H -4.77 -2.55 1.22
H -3.35 -3.61 1.18
H -3.77 -2.64 -0.24
H -4.28 -0.30 0.43
H -2.61 0.20 0.15
H -3.34 0.42 1.75
H 0.59 -1.90 3.42
H -0.49 -0.76 4.20
H 1.89 0.04 4.04
H 0.77 1.12 3.19
H 2.91 -1.77 2.54
H 3.43 -1.12 1.00
H 0.89 -2.68 1.59
H 2.16 -3.10 0.49
H 3.42 -1.66 -1.09
H 3.88 -2.64 -2.48
H 3.64 -3.42 -0.92
H 0.59 -4.12 -2.97
H 1.92 -4.89 -2.10
H 2.24 -4.02 -3.62
H 1.00 -1.76 -4.00
H -0.54 -0.90 -4.09
H -0.52 -2.66 -4.18
H -1.68 -2.10 -0.82
H -2.24 -2.00 -2.50
H -1.74 -0.53 -1.65
H 3.67 1.18 1.65
H 2.14 2.03 1.77
H 3.12 0.38 -0.58
H 3.03 2.12 -0.54
H 0.13 1.39 -4.43
H -0.60 2.99 -4.22
H -1.59 1.54 -4.00
H -1.06 2.31 -0.54
H -2.26 1.84 -1.77
H -1.54 3.45 -1.82
H 2.69 -0.17 -2.68
H 3.99 1.06 -2.69
H 3.11 0.67 -4.18
H 1.38 3.74 -3.31
H 2.04 2.84 -4.68
H 3.12 3.45 -3.41
H -3.98 -2.20 3.51
H -3.08 -2.92 4.85
H -3.68 -3.95 3.54
H -0.18 -3.76 2.72
H -1.39 -4.65 3.62
H -0.48 -3.39 4.45
C -1.18 5.52 1.51
N -0.61 4.16 1.56
C 0.84 4.07 1.71
C -1.35 3.07 1.53
C -2.84 3.25 1.52
O -0.85 1.91 1.53
H -0.39 6.21 1.25
H -1.60 5.80 2.48
H -1.95 5.58 0.74
H 1.23 5.05 1.95
H 1.30 3.72 0.79
H 1.07 3.39 2.53
H -3.16 4.17 2.00
H -3.31 2.42 2.04
H -3.21 3.27 0.49
```

Properties
Charge: +3
Frontier orbital gap (alpha / beta): 6.80 / 6.80 eV
Largest force on an atom: 0.44 eV/A
Total energy: -1799.07025 Ha
Multiplicity: 1
Energy above the lowest of the compared OMol25 structures with the same formula, charge and spin: 16.73 kcal/mol

---

(9)
C31H39BN2O6 | ωB97M-V with the def2-TZVPD basis set

The geometry in XYZ format:
```
79
C31H39BN2O6 ωB97M-V with the def2-TZVPD basis set
C -1.69 0.07 -6.84
C -0.66 -0.13 -5.83
C 0.24 -1.16 -5.67
C 1.09 -0.79 -4.60
C 0.67 0.44 -4.11
B 1.57 1.60 -3.28
O 2.48 0.55 -2.56
C 3.09 1.13 -1.62
C 2.91 2.61 -1.55
C 3.64 3.18 -0.37
C 1.40 3.05 -1.45
O 0.66 2.31 -2.39
C 3.32 3.11 -2.98
O 2.52 2.46 -3.97
O -0.39 0.86 -4.91
H -1.23 0.11 -7.83
H -2.34 -0.80 -6.89
H -2.31 0.95 -6.69
H 0.29 -2.05 -6.30
H 1.96 -1.36 -4.27
H 0.38 0.08 -1.67
H 3.81 0.64 -0.95
H 3.72 4.26 -0.47
H 3.10 2.92 0.55
H 4.63 2.73 -0.29
H 0.99 2.90 -0.44
H 1.32 4.14 -1.65
H 3.19 4.19 -3.07
H 4.39 2.86 -3.13
C 1.01 -6.86 3.05
C 0.67 -5.47 2.48
N 1.82 -4.69 2.01
C 1.65 -3.63 1.14
C 2.59 -2.59 1.08
C 2.22 -1.35 0.57
C 0.98 -1.20 -0.06
C 0.50 0.13 -0.60
C -0.73 0.64 0.14
C -0.94 0.47 1.52
C -2.04 1.03 2.18
C -2.89 1.94 1.49
N -3.84 2.69 2.16
C -4.45 3.81 1.48
C -5.64 4.44 2.20
O -6.09 3.70 3.34
C -4.99 3.45 4.22
C -3.95 2.53 3.60
C -2.72 2.05 0.09
C -1.66 1.42 -0.56
C 0.09 -2.27 -0.11
C 0.41 -3.48 0.46
C 3.06 -4.74 2.76
C 3.07 -5.93 3.72
O 2.42 -7.09 3.17
H 0.51 -6.91 4.04
H 0.65 -7.65 2.38
H -0.06 -5.60 1.66
H 0.16 -4.91 3.29
H 3.59 -2.72 1.47
H 2.87 -0.49 0.70
H 1.30 0.84 -0.36
H -0.24 -0.13 2.12
H -2.22 0.82 3.24
H -3.71 4.62 1.34
H -4.79 3.50 0.49
H -5.36 5.47 2.50
H -6.52 4.48 1.53
H -4.49 4.38 4.54
H -5.45 2.97 5.08
H -4.23 1.49 3.83
H -2.99 2.73 4.09
H -3.42 2.65 -0.50
H -1.53 1.56 -1.63
H -0.89 -2.11 -0.55
H -0.30 -4.29 0.38
H 3.93 -4.79 2.08
H 3.18 -3.85 3.40
H 4.09 -6.31 3.90
H 2.61 -5.61 4.69
```

Properties
Frontier orbital gap: 6.49 eV
Largest force on an atom: 3.85 eV/A
Total energy: -1790.41305 Ha
Multiplicity: 1
Energy above the lowest of the compared OMol25 structures with the same formula, charge and spin: 124.62 kcal/mol

---

(10)
C21H32BeBr4CaCl3F5I2NO9 | ωB97M-V with the def2-TZVPD basis set

The geometry in XYZ format:
```
79
C21H32BeBr4CaCl3F5I2NO9 ωB97M-V with the def2-TZVPD basis set
C 4.58 -1.07 -2.00
C 4.94 0.08 -2.92
I 6.93 0.19 -3.47
C 4.01 0.97 -3.32
I 4.41 2.57 -4.58
C 2.65 0.78 -2.82
N 2.15 1.47 -1.87
Cl 2.86 2.72 -1.14
C 0.80 1.05 -1.52
C 0.80 -0.39 -2.02
C 1.66 -0.18 -3.27
H 3.79 -1.68 -2.44
H 4.19 -0.72 -1.05
H 5.44 -1.72 -1.87
H 0.76 1.03 -0.43
H 0.01 1.66 -1.96
H -0.18 -0.78 -2.27
H 1.24 -0.99 -1.23
H 2.14 -1.07 -3.68
H 1.01 0.33 -4.00
F 1.42 2.82 -3.56
C -1.92 -2.03 -4.45
Cl -0.83 -2.34 -5.80
Cl -1.38 -2.81 -2.96
H -1.96 -0.95 -4.28
H -2.90 -2.41 -4.70
Be 0.45 1.75 -4.98
C 0.25 0.41 3.54
C -0.64 1.06 2.50
O -0.97 0.20 1.41
C -1.67 -0.98 1.73
C -2.98 -0.77 2.43
H 1.17 0.04 3.09
H 0.50 1.13 4.32
H -0.24 -0.44 4.02
H -0.12 1.90 2.05
H -1.54 1.47 2.96
H -1.04 -1.65 2.34
H -1.83 -1.49 0.78
H -2.90 -0.26 3.39
H -3.49 -1.72 2.58
H -3.74 -0.06 1.76
Br -4.00 0.77 0.24
C 0.08 6.56 1.52
C 1.03 5.39 1.58
O 0.41 4.55 2.55
C -0.92 4.80 2.50
O -1.75 4.10 2.99
O -1.18 5.94 1.83
F 2.26 5.74 2.01
H 0.31 7.31 2.29
H 0.05 7.05 0.55
H 1.13 4.84 0.64
C -7.21 -0.03 -1.07
O -8.10 0.66 -0.57
O -7.77 -0.42 -2.47
O -6.12 -0.41 -0.81
H -8.59 0.09 -2.21
C 4.28 -5.11 1.34
C 4.06 -5.05 -0.17
O 2.74 -5.30 -0.59
C 1.78 -4.25 -0.54
O 2.16 -3.12 -1.08
C 1.22 -4.00 0.91
F 1.09 -5.14 1.60
F -0.02 -3.45 0.82
F 1.96 -3.16 1.65
H 3.72 -5.93 1.78
H 5.35 -5.25 1.55
H 3.98 -4.18 1.83
H 4.65 -5.86 -0.61
H 4.45 -4.12 -0.59
H 0.91 -4.75 -1.03
C -4.15 2.82 4.85
Br -5.46 1.72 3.97
Br -4.95 4.36 5.66
Br -3.10 1.81 6.10
H -3.47 3.17 4.09
Ca -8.81 0.42 -3.86
```

Properties
Charge: +1
Frontier orbital gap: 1.80 eV
Largest force on an atom: 5.25 eV/A
Total energy: -15014.25991 Ha
Multiplicity: 1